C30H46BrN3P2Ti as an isolated structure at a distorted geometry, computed with wB97M-V/def2-TZVPD.

Properties
Energy, hartree: -5440.43984
Gap between HOMO and LUMO (spin up / spin down), eV: 6.668 / 3.345
Spin multiplicity: 3
Net charge: +2
Relative energy (zero: lowest compared OMol25 entry of this formula, charge and spin), eV: 2.350
LUMO level (spin up / spin down), Ha: -0.199 / -0.312

```
83
C30H46BrN3P2Ti wB97M-V/def2-TZVPD
C -0.228 6.077 -2.416
C -0.311 4.668 -2.593
C -0.769 4.243 -3.878
C -1.016 5.185 -4.901
N -0.885 6.502 -4.687
C -0.510 6.950 -3.484
C -0.036 3.677 -1.567
C -0.452 2.491 -1.182
C -1.394 1.613 -0.467
C -0.866 0.276 -0.437
C -1.166 -0.560 0.673
C -2.352 -0.240 1.380
C -3.116 0.876 0.969
C -2.658 1.847 0.092
Ti 0.698 1.493 -0.023
P 2.230 -0.774 0.626
H -0.929 3.187 -4.118
H 0.046 6.513 -1.459
H -1.321 4.860 -5.917
H -0.421 8.044 -3.376
H -3.249 2.777 -0.093
H -0.351 -0.066 -1.351
H -4.129 0.928 1.368
H -0.545 -1.446 0.857
C 1.889 -2.307 1.661
C 2.611 -3.600 1.315
H 0.805 -2.481 1.674
H 2.134 -2.024 2.693
H 2.470 -4.327 2.123
H 2.239 -4.077 0.403
H 3.688 -3.466 1.211
C 2.808 -1.528 -0.957
C 3.030 -0.480 -2.022
H 2.031 -2.254 -1.263
H 3.725 -2.101 -0.754
H 3.289 -0.979 -2.957
H 2.149 0.151 -2.206
H 3.857 0.185 -1.773
C 3.789 -0.184 1.373
C 4.961 -1.153 1.481
H 3.542 0.171 2.380
H 4.111 0.700 0.814
H 5.812 -0.649 1.955
H 4.758 -2.030 2.100
H 5.322 -1.507 0.510
Br -2.971 -1.185 2.854
P -2.283 -3.132 -1.550
C -0.576 -3.302 -1.017
C -0.047 -4.728 -1.245
H -0.502 -3.046 0.042
H -0.017 -2.568 -1.620
H 1.050 -4.739 -1.183
H -0.443 -5.455 -0.524
H -0.344 -5.056 -2.248
C -3.317 -3.051 -0.050
C -4.680 -3.751 -0.072
H -3.464 -1.978 0.112
H -2.685 -3.437 0.770
H -5.092 -3.767 0.943
H -5.394 -3.225 -0.712
H -4.618 -4.783 -0.403
C -2.615 -1.639 -2.523
C -3.386 -1.971 -3.815
H -1.647 -1.172 -2.755
H -3.197 -0.970 -1.873
H -3.745 -1.058 -4.295
H -2.770 -2.533 -4.525
H -4.271 -2.582 -3.596
C 2.195 1.182 5.426
C 1.399 1.678 4.284
C 0.590 2.802 4.116
C 0.166 2.812 2.793
N 0.744 1.776 2.126
N 1.424 1.096 3.083
C -0.842 3.747 2.234
H 3.224 1.569 5.379
H 1.779 1.523 6.380
H 2.229 0.085 5.477
H 0.354 3.531 4.867
H 1.797 0.151 2.967
H -0.918 4.575 2.949
H -0.581 4.136 1.246
H -1.836 3.288 2.184
```



C8H13Cl2IrN3O3Tm as an isolated structure at a distorted geometry, computed with wB97M-V/def2-TZVPD.

Properties
Energy, hartree: -2810.59523
Gap between HOMO and LUMO (spin up / spin down), eV: 7.707 / 5.040
Spin multiplicity: 7
Net charge: +4
Relative energy (zero: lowest compared OMol25 entry of this formula, charge and spin), eV: 1.937
LUMO level (spin up / spin down), Ha: -0.591 / -0.693

```
31
C8H13Cl2IrN3O3Tm wB97M-V/def2-TZVPD
Tm -1.876 -2.898 1.237
Ir 0.449 1.370 -0.200
Cl -1.761 -5.282 1.716
Cl -4.074 1.453 -0.372
C 1.490 2.884 0.016
C -0.291 -2.641 -0.477
C 0.548 0.763 -1.948
O 2.165 3.830 0.152
O 0.446 -2.543 -1.375
O 0.615 0.420 -3.063
C -3.063 0.100 2.619
N -2.052 -0.950 2.364
C -1.930 -1.916 3.518
C -0.840 -0.471 1.748
N -1.007 0.133 0.591
N 0.377 -0.690 2.265
C 0.663 -0.732 3.706
C 1.549 -0.682 1.386
H -3.827 -0.359 3.245
H -3.501 0.387 1.653
H -2.600 0.962 3.115
H -1.165 -2.744 3.312
H -1.602 -1.403 4.429
H -2.923 -2.360 3.697
H -1.988 0.333 0.272
H 0.660 -1.765 4.074
H 1.671 -0.328 3.862
H -0.039 -0.110 4.270
H 1.673 0.294 0.840
H 2.421 -0.752 2.051
H 1.528 -1.525 0.689
```



An isolated ion of composition C6H13N4 and charge +1 at a distorted geometry, computed with wB97M-V/def2-TZVPD.

Properties
Energy, hartree: -455.16912
Structure (SMILES): CC[n+]1c[nH]c(NC)c1N
Gap between HOMO and LUMO, eV: 8.774
Net charge: +1
Relative energy (zero: lowest compared OMol25 entry of this formula, charge and spin), eV: 1.126
LUMO level, Ha: -0.096

```
23
C6H13N4 wB97M-V/def2-TZVPD
C 3.109 -0.081 0.883
C 2.377 0.227 -0.483
N 0.951 0.477 -0.369
C 0.335 1.650 -0.353
N -0.959 1.472 -0.092
C -1.241 0.062 -0.090
N -2.362 -0.552 0.322
C -3.590 0.044 0.133
C 0.005 -0.533 -0.300
N 0.136 -1.803 -0.474
H 2.888 -1.094 1.323
H 3.009 0.698 1.632
H 4.129 -0.135 0.706
H 2.423 -0.727 -1.113
H 2.868 1.016 -0.935
H 0.785 2.624 -0.635
H -1.565 2.265 -0.260
H -2.260 -1.563 0.166
H -3.809 0.748 1.074
H -3.834 0.684 -0.822
H -4.309 -0.710 0.104
H -0.122 -2.492 0.323
H 1.038 -2.278 -0.738
```



A 2-piece molecular cluster, C3H10NOS overall at a distorted geometry, computed with wB97M-V/def2-TZVPD.

Properties
Energy, hartree: -648.43643
Gap between HOMO and LUMO, eV: 6.353
Net charge: -1
Relative energy (zero: lowest compared OMol25 entry of this formula, charge and spin), eV: 2.588
LUMO level, Ha: 0.144

```
16
C3H10NOS wB97M-V/def2-TZVPD
C 0.124 3.180 0.871
C 0.004 1.798 0.039
S 1.017 0.597 0.714
H -0.314 3.997 0.201
H -0.561 3.066 1.707
H 1.145 3.529 1.023
H 0.489 2.021 -0.880
H -1.003 1.678 -0.487
H -0.010 -0.600 -1.289
N -0.956 -2.749 0.295
C -0.385 -2.344 -1.071
O -0.837 -1.060 -1.401
H -0.313 -2.064 0.606
H -0.716 -3.662 0.697
H -0.742 -2.990 -1.869
H 0.687 -2.620 -1.022
```



An isolated ion of composition C6H12NO and charge -1 at a distorted geometry, computed with wB97M-V/def2-TZVPD.

Properties
Energy, hartree: -365.70148
Structure (SMILES): C=CCCCNC[O-]
Gap between HOMO and LUMO, eV: 5.899
Net charge: -1
Relative energy (zero: lowest compared OMol25 entry of this formula, charge and spin), eV: 2.102
LUMO level, Ha: 0.133

```
20
C6H12NO wB97M-V/def2-TZVPD
C 2.252 -2.139 -1.519
C 1.352 -1.484 -0.798
C 1.973 -0.086 -0.423
C 0.810 0.729 0.200
C -0.553 0.605 -0.555
N -1.573 -0.142 0.231
C -1.792 0.562 1.565
O -2.271 1.755 1.264
H 3.240 -1.909 -1.935
H 1.980 -3.202 -1.901
H 0.283 -1.819 -0.624
H 2.163 0.448 -1.401
H 2.782 -0.186 0.160
H 1.043 1.865 0.222
H 0.666 0.384 1.218
H -1.088 1.591 -0.804
H -0.403 -0.018 -1.437
H -2.483 0.008 -0.328
H -2.426 0.073 2.223
H -0.828 0.591 2.058
```



C26H35Cl2O9PPt as an isolated structure, computed with wB97M-V/def2-TZVPD.

Properties
Energy, hartree: -3070.05806
Gap between HOMO and LUMO, eV: 8.028
LUMO level, Ha: -0.026

```
74
C26H35Cl2O9PPt wB97M-V/def2-TZVPD
Pt 1.050 -0.413 0.542
O 4.323 -1.060 2.724
C 3.694 -0.733 1.746
O 2.583 -1.370 1.399
C 4.212 0.343 0.790
C 3.942 -0.069 -0.660
C 4.678 0.826 -1.654
C 3.859 2.141 -1.580
C 2.809 1.783 -0.539
O 2.569 0.377 -0.833
C 3.443 1.709 0.859
C 2.416 1.776 1.981
O 2.595 2.473 2.948
O 1.300 1.077 1.834
H 5.269 0.461 1.014
H 4.001 -1.137 -0.849
H 4.636 0.394 -2.651
H 5.723 0.951 -1.373
H 3.387 2.366 -2.535
H 4.452 3.000 -1.272
H 1.866 2.315 -0.590
H 4.124 2.540 1.030
C 1.259 -3.858 2.326
C 0.829 -2.601 3.081
P -0.226 -1.476 2.129
C -1.497 -2.478 1.322
C -2.362 -3.272 2.303
C -1.018 -0.372 3.336
C -1.170 -0.929 4.753
H 1.941 -4.434 2.951
H 1.777 -3.610 1.401
H 0.405 -4.493 2.089
H 1.692 -2.032 3.427
H 0.231 -2.871 3.954
H -1.001 -3.121 0.595
H -2.116 -1.785 0.746
H -1.769 -3.888 2.979
H -3.014 -3.938 1.738
H -2.995 -2.618 2.901
H -1.976 -0.092 2.908
H -0.425 0.542 3.348
H -1.702 -1.880 4.787
H -1.741 -0.211 5.341
H -0.205 -1.057 5.243
C -4.285 3.407 -4.698
C -3.555 2.840 -3.511
C -4.039 1.722 -2.843
C -3.370 1.170 -1.759
C -3.942 -0.039 -1.066
C -2.161 1.747 -1.352
C -1.659 2.871 -2.000
C -0.368 3.518 -1.576
C -2.371 3.408 -3.067
C -1.434 1.119 -0.193
O -1.929 1.040 0.910
O -0.279 0.612 -0.547
H -5.340 3.133 -4.681
H -3.859 3.029 -5.629
H -4.214 4.495 -4.722
H -4.972 1.272 -3.166
H -4.909 -0.300 -1.493
H -4.067 0.143 0.001
H -3.279 -0.901 -1.179
H -0.178 3.384 -0.510
H -0.390 4.588 -1.783
H 0.466 3.087 -2.134
H -1.987 4.296 -3.559
Cl -1.935 -2.866 -2.422
C -0.180 -3.158 -2.507
Cl 0.244 -4.672 -1.696
C 0.527 -1.919 -1.930
O 0.816 -1.030 -2.686
O 0.718 -2.016 -0.640
H 0.078 -3.254 -3.554
```



C32H17BrCoF5N4OS as an isolated structure, computed with wB97M-V/def2-TZVPD.

Properties
Energy, hartree: -6378.28464
Gap between HOMO and LUMO (spin up / spin down), eV: 6.573 / 6.534
Spin multiplicity: 2
Net charge: -1
Relative energy (zero: lowest compared OMol25 entry of this formula, charge and spin), eV: 0.000
LUMO level (spin up / spin down), Ha: 0.074 / 0.074

```
62
C32H17BrCoF5N4OS wB97M-V/def2-TZVPD
Co 0.752 0.286 -2.803
C 4.966 -0.329 -2.905
C 5.445 0.970 -2.831
C 4.549 2.021 -2.805
C 3.181 1.761 -2.853
N 2.730 0.491 -2.931
C 3.598 -0.522 -2.959
C 2.111 2.768 -2.809
C 2.354 4.141 -2.771
C 1.284 5.017 -2.720
C -0.013 4.509 -2.707
C -0.237 3.140 -2.743
C 0.817 2.223 -2.795
H 5.627 -1.184 -2.935
H 6.510 1.163 -2.792
H 4.895 3.043 -2.741
H 3.154 -1.504 -3.054
H 3.363 4.535 -2.780
H 1.455 6.086 -2.689
H -0.854 5.193 -2.667
H -1.256 2.769 -2.734
Br -5.247 0.305 9.001
C -4.347 0.217 7.332
C -5.088 0.230 6.158
C -4.437 0.168 4.938
C -3.048 0.096 4.892
C -2.324 0.079 6.077
C -2.966 0.140 7.305
N -2.265 0.028 3.680
N -2.982 0.081 2.648
C -2.358 0.107 1.407
C -3.273 0.212 0.356
C -2.934 0.275 -0.978
C -1.579 0.214 -1.354
O -1.183 0.268 -2.555
C -0.597 0.069 -0.269
N 0.681 -0.021 -0.696
C 1.650 -0.141 0.181
C 1.396 -0.181 1.557
C 0.107 -0.098 2.013
C -0.963 0.028 1.091
H -6.167 0.285 6.200
H -4.997 0.172 4.014
H -1.245 0.018 6.023
H -2.400 0.127 8.226
H -4.316 0.250 0.646
H -3.680 0.364 -1.754
H 2.659 -0.210 -0.211
H 2.222 -0.280 2.249
H -0.111 -0.124 3.067
F 0.205 -6.141 0.006
C 0.321 -5.156 -0.895
C -0.751 -4.326 -1.174
F -1.912 -4.517 -0.536
C -0.617 -3.312 -2.104
F -1.691 -2.550 -2.318
C 0.570 -3.070 -2.802
S 0.709 -1.793 -3.996
C 1.622 -3.925 -2.482
F 2.821 -3.779 -3.073
C 1.516 -4.948 -1.556
F 2.568 -5.738 -1.291
```



A 10-piece molecular cluster, C36H93N4O12P overall at a distorted geometry, computed with wB97M-V/def2-TZVPD.

Properties
Energy, hartree: -2890.68256
Structure (SMILES): [H]/N=C(/N)NCCCC[C@@H](OC(=O)CC)P(N)O.CC(C)O.CC(C)O.CC(C)O.CC(C)O.CC(C)O.CC(C)O.CC(C)O.CC(C)O.CC(C)O
Gap between HOMO and LUMO, eV: 8.912
LUMO level, Ha: 0.016

```
146
C36H93N4O12P wB97M-V/def2-TZVPD
H 1.907 -6.841 -1.262
N 2.221 -6.656 -2.208
C 3.338 -6.037 -2.184
N 4.022 -5.782 -3.372
N 3.992 -5.623 -1.012
C 3.220 -4.676 -0.180
C 2.898 -5.240 1.218
C 3.563 -4.473 2.353
C 3.086 -3.019 2.473
C 1.970 -2.839 3.518
O 2.286 -1.899 4.571
C 2.008 -0.577 4.380
O 0.898 -0.122 4.646
C 3.124 0.340 3.921
C 4.556 -0.097 4.248
P 0.387 -2.694 2.539
N 0.522 -1.168 1.748
O -0.789 -2.364 3.639
H 3.422 -6.039 -4.140
H 4.318 -4.822 -3.456
H 4.902 -5.255 -1.238
H 2.286 -4.451 -0.682
H 3.762 -3.741 -0.084
H 1.824 -5.318 1.347
H 3.299 -6.248 1.222
H 3.409 -5.008 3.283
H 4.637 -4.514 2.185
H 2.730 -2.723 1.488
H 3.935 -2.396 2.710
H 1.855 -3.788 4.028
H 2.933 1.269 4.444
H 2.998 0.581 2.872
H 5.226 0.274 3.480
H 4.886 0.364 5.169
H 4.665 -1.166 4.319
H 1.488 -0.875 1.710
H -0.025 -0.461 2.228
H -1.253 -3.195 3.740
C -3.311 1.993 0.844
C -3.294 1.061 -0.357
C -3.586 -0.376 0.040
O -2.034 1.129 -1.030
H -2.545 1.700 1.567
H -3.093 3.018 0.541
H -4.280 1.975 1.345
H -4.033 1.395 -1.087
H -2.830 -0.745 0.738
H -3.557 -1.025 -0.837
H -4.565 -0.474 0.510
H -1.356 0.827 -0.418
C -1.664 0.145 6.785
C -1.644 1.407 7.631
C -0.292 1.584 8.303
O -2.690 1.393 8.605
H -1.502 -0.736 7.413
H -2.630 0.024 6.294
H -0.880 0.178 6.029
H -1.849 2.271 6.998
H -0.088 0.747 8.977
H -0.273 2.498 8.901
H 0.509 1.633 7.563
H -2.541 0.637 9.180
C -1.967 0.268 -5.156
C -3.141 -0.657 -4.871
C -4.449 0.114 -4.780
O -2.913 -1.385 -3.664
H -1.853 0.996 -4.349
H -1.039 -0.304 -5.214
H -2.108 0.812 -6.089
H -3.214 -1.407 -5.661
H -4.406 0.839 -3.962
H -5.277 -0.566 -4.570
H -4.658 0.655 -5.702
H -2.841 -0.738 -2.953
C 3.244 4.252 10.363
C 3.420 3.266 9.219
C 3.025 1.856 9.629
O 4.768 3.287 8.747
H 3.885 3.976 11.205
H 3.529 5.256 10.049
H 2.211 4.276 10.711
H 2.809 3.581 8.372
H 3.658 1.501 10.447
H 3.153 1.166 8.795
H 1.986 1.817 9.956
H 5.336 3.014 9.473
C 6.430 -7.823 5.765
C 6.252 -6.641 4.824
C 7.374 -5.626 4.981
O 4.986 -6.018 5.041
H 6.411 -7.486 6.805
H 5.619 -8.539 5.636
H 7.377 -8.333 5.586
H 6.228 -6.999 3.794
H 7.383 -5.224 5.997
H 7.230 -4.789 4.297
H 8.347 -6.076 4.781
H 4.969 -5.690 5.945
C -2.604 4.695 -7.759
C -3.770 3.771 -7.451
C -5.081 4.539 -7.378
O -3.540 3.064 -6.230
H -2.493 5.445 -6.971
H -1.671 4.131 -7.807
H -2.753 5.216 -8.705
H -3.841 3.004 -8.224
H -5.039 5.281 -6.576
H -5.908 3.862 -7.159
H -5.286 5.060 -8.313
H -3.472 3.713 -5.524
C -1.487 -6.087 -4.284
C -1.162 -7.028 -5.431
C -1.322 -8.485 -5.022
O 0.168 -6.792 -5.893
H -0.797 -6.267 -3.454
H -1.369 -5.047 -4.589
H -2.507 -6.228 -3.922
H -1.815 -6.816 -6.278
H -0.640 -8.724 -4.202
H -1.081 -9.146 -5.855
H -2.341 -8.695 -4.694
H 0.758 -6.971 -5.152
C -2.779 8.277 -11.218
C -3.781 7.148 -11.027
C -4.949 7.265 -11.994
O -4.253 7.126 -9.679
H -3.254 9.243 -11.027
H -1.950 8.174 -10.518
H -2.380 8.285 -12.233
H -3.281 6.190 -11.177
H -5.489 8.201 -11.827
H -5.654 6.448 -11.844
H -4.609 7.246 -13.030
H -4.702 7.959 -9.510
C -0.993 7.148 -0.415
C -2.160 6.233 -0.072
C -3.471 7.001 0.001
O -1.914 5.554 1.159
H -0.871 7.913 0.356
H -0.065 6.579 -0.464
H -1.148 7.646 -1.372
H -2.239 5.449 -0.826
H -3.423 7.762 0.784
H -4.294 6.330 0.245
H -3.694 7.497 -0.945
H -1.836 6.215 1.853
```